Formula: C2H9N3O
Source: the OMol25 dataset
Level of theory: ωB97M-V/def2-TZVPD

LUMO: 0.91 eV
SMILES: [H]/N=C/N.NCO
energy relative to the best compared isomer or geometry (same formula, charge and spin): 36.6 kcal/mol
orbital gap: 9.860 eV
2S+1: 1

CARTESIAN COORDINATES (ANGSTROEM)
N: 1.56125 -0.69944 -0.65313
C: 1.85398 -0.54444 0.59652
N: 0.95727 -0.51094 1.59255
H: -0.06334 -0.31659 -1.14422
H: 2.24803 -1.27272 -1.15046
H: 2.90565 -0.74032 0.85385
H: 1.17256 -0.08415 2.48852
H: -0.02542 -0.47279 1.33461
N: -1.89524 0.39013 0.54232
C: -1.38057 1.11803 -0.61593
O: -0.79653 0.20472 -1.57450
H: -2.51540 0.97218 1.07948
H: -2.08066 -0.57928 0.34354
H: -2.09452 1.75231 -1.13772
H: -0.51876 1.60051 -0.15590